DFT (ωB97M-V with the def2-TZVPD basis set) results for a cluster of 14 separate species, C20H59N3O23 in total at a distorted geometry.

```
105
Properties=species:S:1:pos:R:3
C 0.751 0.178 -1.099
O -0.610 0.334 -0.777
H 0.972 -0.883 -0.988
H 0.957 0.604 -2.081
H 1.394 0.707 -0.394
H -0.711 0.020 0.124
C 0.011 -4.080 -7.368
O 0.012 -3.384 -8.554
H 0.225 -5.131 -7.562
H 0.793 -3.651 -6.742
H -0.916 -3.991 -6.802
H 0.215 -2.457 -8.414
C 4.208 6.952 -6.640
O 3.378 6.021 -5.982
H 4.578 7.730 -5.972
H 5.015 6.367 -7.081
H 3.679 7.488 -7.428
H 3.161 6.405 -5.129
C 3.591 1.653 -9.781
O 2.602 1.533 -8.752
H 3.873 0.761 -10.340
H 3.189 2.361 -10.507
H 4.525 2.087 -9.425
H 2.880 2.219 -8.141
C 7.300 -3.693 -1.603
O 8.614 -3.225 -1.747
H 6.662 -2.810 -1.589
H 6.879 -4.331 -2.381
H 7.242 -4.153 -0.617
H 8.745 -3.009 -2.673
C -0.289 -2.147 5.011
O -1.337 -1.400 4.545
H 0.256 -1.588 5.771
H -0.619 -3.104 5.416
H 0.386 -2.371 4.184
H -1.585 -0.817 5.266
C 1.447 -8.764 -2.584
O 1.687 -7.493 -2.079
H 1.904 -8.855 -3.569
H 1.851 -9.496 -1.884
H 0.395 -8.961 -2.791
H 1.255 -7.339 -1.236
C -6.789 -1.731 -3.324
O -7.908 -2.521 -2.897
H -6.943 -1.061 -4.171
H -6.286 -1.104 -2.587
H -6.050 -2.465 -3.645
H -8.642 -1.941 -2.680
C 7.483 3.267 -1.672
N 7.808 4.122 -0.461
O 7.555 5.347 -0.565
O 8.186 3.580 0.551
H 8.331 3.398 -2.345
H 6.541 3.544 -2.144
H 7.439 2.236 -1.321
C -3.542 5.331 -4.758
N -4.955 4.965 -5.126
O -5.134 4.500 -6.262
O -5.821 5.159 -4.262
H -2.840 5.160 -5.575
H -3.306 4.780 -3.847
H -3.617 6.397 -4.546
C 6.867 -0.337 6.337
N 6.413 -1.217 5.172
O 5.901 -0.692 4.245
O 6.514 -2.445 5.290
H 7.891 -0.544 6.648
H 6.148 -0.445 7.148
H 6.797 0.676 5.939
C -6.998 2.252 9.158
O -7.483 2.264 7.797
C -6.671 2.167 6.735
O -5.434 2.169 6.816
O -7.469 2.071 5.665
C -6.968 1.734 4.362
H -7.860 2.037 9.790
H -6.490 3.176 9.433
H -6.336 1.387 9.189
H -7.733 1.936 3.612
H -6.690 0.682 4.298
H -6.048 2.294 4.194
C 1.546 5.303 4.069
O 1.963 5.676 2.738
C 1.088 6.433 2.016
O 1.270 6.641 0.810
O -0.054 6.931 2.698
C -0.908 7.960 2.095
H 2.399 5.264 4.746
H 1.042 4.336 4.092
H 0.824 6.001 4.491
H -1.652 7.614 1.378
H -0.232 8.699 1.665
H -1.519 8.394 2.886
C -4.126 -9.265 5.896
O -3.573 -8.640 4.730
C -4.394 -7.935 3.865
O -5.584 -7.754 4.009
O -3.546 -7.431 2.978
C -3.996 -6.752 1.842
H -4.948 -8.659 6.276
H -3.431 -9.373 6.729
H -4.535 -10.222 5.570
H -4.669 -5.912 2.010
H -4.332 -7.445 1.071
H -3.057 -6.287 1.539
```

Its energy is -73243.9615 eV. For the relative energy (zero: lowest compared OMol25 entry of this formula, charge and spin), the calculation gives 326.33 kJ/mol. The HOMO energy is -10.1 eV. The LUMO energy is 0.03 eV. Its charge is 0. The maximum force is 3.3 eV/Å. The calculation puts the orbital gap at 10.1 eV.